DFT (the ωB97M-V functional and the def2-TZVPD basis) results for 3 unconnected molecules or ions with the total composition C25H58F2N2O12P5S at a distorted geometry.

Structure (ORCA input):
```
! RIJCOSX wB97M-V def2-TZVPD def2/J DEFGRID3
* xyz -1 1
C 2.886 -5.321 0.004
C 3.270 -4.285 1.041
O 3.626 -4.664 2.138
N 3.217 -2.932 0.758
C 4.121 -2.156 1.612
C 3.273 -2.479 -0.635
C 2.576 -1.119 -0.877
C 1.533 -0.677 0.160
C 0.228 -1.445 -0.051
C -1.006 -1.296 0.887
P -0.336 -1.110 2.624
S 0.713 -2.611 3.319
O -1.661 -2.517 0.866
P -3.308 -2.610 0.147
C -2.527 -2.979 -1.544
C -4.133 -2.292 1.880
C -3.384 -2.609 3.142
N -3.856 -2.335 4.291
C -5.015 -2.516 -0.714
C -5.365 -3.631 -1.688
F -6.712 -4.036 -1.524
P -3.273 -4.800 0.903
C -5.030 -5.408 0.865
O -2.600 -5.745 -0.330
O -3.144 -0.848 -0.105
C -2.062 -0.183 0.441
C -2.554 0.648 1.650
C -1.424 0.901 -0.487
C -1.389 0.833 -2.029
C 0.007 0.952 -2.630
F -1.969 -0.321 -2.551
H 2.336 -6.095 0.536
H 2.277 -4.981 -0.827
H 3.807 -5.772 -0.370
H 5.056 -2.695 1.784
H 3.653 -1.962 2.578
H 4.333 -1.206 1.121
H 4.327 -2.383 -0.933
H 2.846 -3.222 -1.297
H 2.039 -1.205 -1.828
H 3.320 -0.332 -1.022
H 1.926 -0.823 1.169
H 1.408 0.401 0.018
H -0.142 -1.208 -1.055
H 0.459 -2.513 -0.055
H -1.383 -0.771 3.481
H 0.408 0.083 2.600
H -3.014 -2.350 -2.292
H -1.464 -2.752 -1.578
H -2.657 -4.024 -1.824
H -5.062 -2.870 1.925
H -4.455 -1.250 1.914
H -2.404 -3.081 3.035
H -3.192 -2.641 5.003
H -5.856 -2.379 -0.031
H -4.948 -1.582 -1.277
H -5.285 -3.310 -2.728
H -4.763 -4.527 -1.553
H -5.153 -6.102 0.032
H -5.226 -5.947 1.795
H -5.770 -4.615 0.769
H -1.985 -6.353 0.089
H -1.758 1.273 2.070
H -3.333 1.321 1.284
H -3.002 0.036 2.427
H -1.922 1.838 -0.240
H -0.394 1.025 -0.145
H -1.984 1.668 -2.409
H 0.659 1.550 -1.989
H -0.039 1.452 -3.598
H 0.432 -0.042 -2.782
C 2.038 5.826 3.261
O 2.738 4.576 3.182
P 2.003 3.302 3.780
O 0.703 2.944 3.226
O 1.887 3.565 5.346
C 3.037 3.958 6.100
O 3.175 2.262 3.581
C 2.867 0.873 3.853
H 2.226 6.361 2.333
H 0.965 5.673 3.375
H 2.423 6.405 4.101
H 2.880 4.967 6.479
H 3.944 3.931 5.496
H 3.142 3.271 6.938
H 2.118 0.777 4.639
H 3.795 0.405 4.170
H 2.498 0.397 2.948
C 2.000 5.485 -2.633
O 1.445 5.984 -3.863
P 1.051 4.914 -4.960
O 0.090 3.885 -4.584
O 2.415 4.248 -5.442
C 3.527 5.067 -5.817
O 0.628 5.926 -6.103
C 0.046 5.357 -7.289
H 1.589 6.086 -1.827
H 1.732 4.440 -2.474
H 3.084 5.592 -2.657
H 4.338 4.898 -5.110
H 3.265 6.124 -5.827
H 3.849 4.765 -6.812
H 0.457 4.369 -7.497
H 0.280 6.031 -8.108
H -1.031 5.277 -7.162
*
```

E: -117135.709 eV
molar mass: 803.674 g/mol